{"formula": "C3H4N2O", "method": "the ωB97M-V functional and the def2-TZVPD basis", "elements": ["N", "C", "C", "C", "N", "O", "H", "H", "H", "H"], "positions_angstrom": [[2.014, 0.341, -1.344], [1.602, 0.224, -0.270], [0.632, -0.711, 0.328], [-0.719, -0.072, 0.588], [-1.135, 0.822, -0.351], [-1.381, -0.412, 1.545], [1.039, -1.173, 1.216], [0.501, -1.479, -0.446], [-2.014, 1.286, -0.179], [-0.539, 1.174, -1.086]], "atomic_forces_ev_per_a": [[0.926, 1.428, 0.466], [-0.306, -1.348, -2.090], [-0.024, -0.059, 0.548], [-0.207, -0.054, 0.266], [-0.053, 0.035, 0.164], [-0.054, 0.171, -0.202], [-0.297, -0.015, 0.321], [-0.021, 0.076, 0.359], [0.084, -0.066, -0.046], [-0.047, -0.168, 0.216]], "charge": 0, "smiles": "N#CCC(N)=O", "de_lowest_kcal_mol": 22.7, "energy_ev": -8202.8997, "fmax_ev_per_a": 2.5, "orbital_gap_ev": 10.53, "e_homo_ha": -0.383}